Computed, not measured: a molecular structure, C54H31Cl3GeN11STi, with the ωB97M-V functional and the def2-TZVPD basis.

Geometry as XYZ:
```
102
C54H31Cl3GeN11STi (the ωB97M-V functional and the def2-TZVPD basis)
C 1.2442 2.2811 6.6031
N -1.5756 0.5218 3.8203
Ge -1.3351 3.0138 1.6020
N 6.0576 5.2181 -5.1824
H 0.8584 -5.6532 -1.4864
H 3.0801 3.5769 1.0139
C 2.1953 1.6342 0.3769
C -2.9288 -5.0844 -0.6710
C -0.6621 -4.2523 -0.8750
C 4.0786 0.6731 2.3361
C 2.7951 2.0935 4.7468
H -6.6517 -3.0130 -3.6434
C -4.7018 0.7454 3.8579
N -0.8272 -2.1005 -0.1144
H 3.7645 2.3186 4.3334
C 4.1100 -2.1096 -1.8921
C 3.3249 -1.4632 -0.9563
C -0.1920 -5.5024 -1.2734
C -2.4237 0.0773 2.8561
C -3.8440 0.1203 2.9430
H 3.2392 3.0676 6.5960
C -6.0526 0.6305 3.6476
C 5.3379 -1.5464 -2.2044
C 1.7307 0.9394 2.5751
C 3.9572 2.7270 -3.8764
N 2.8152 0.0492 2.0476
H -7.6328 -0.1565 2.4040
C 3.0570 2.1043 -3.0326
C 3.7235 -0.2989 -0.3266
N -0.5325 0.9056 -0.7597
Ti -0.3552 -0.3036 0.7390
C -2.0032 -4.0426 -0.5756
C -4.6332 -3.7807 -3.6660
N 1.3332 -2.8465 -0.9085
H 5.9816 -2.0215 -2.9341
H -4.9415 -4.8224 -3.6719
C 0.2701 1.6155 5.8782
H -3.9716 -4.9068 -0.4455
C -3.8092 -1.1452 -3.6734
C 1.8280 1.4001 4.0280
C -3.2245 -1.1062 1.1318
C -0.3023 0.5754 3.6099
H -2.5858 0.4208 -1.1831
H 4.3305 2.2180 -4.7557
H -3.4938 -0.1088 -3.6931
C 4.3969 4.0183 -3.5908
H -6.7460 1.1191 4.3209
C 0.4265 1.6742 -1.4430
S -1.1102 -1.7639 -3.6338
H 4.8195 0.0939 2.8716
C -6.5595 -0.1033 2.5456
H 0.2627 2.8397 -3.3205
C -5.5946 -2.7747 -3.6565
N 1.4869 -0.7571 0.2234
H 2.5986 4.5756 -0.7769
H -4.2979 1.3128 4.6859
H -2.5450 -4.2711 -3.6801
C -5.7295 -0.7249 1.6468
H -2.2704 1.9486 -3.3579
C 4.2138 1.9229 1.9246
C -2.8143 -2.1448 -3.6524
C 2.4932 2.5169 6.0359
H 5.2370 1.2402 -0.2611
C -2.1207 -2.6908 -0.1089
H 4.2330 5.6958 -2.2658
C 1.6758 2.0286 -0.9605
C 4.9294 0.2914 -0.6749
C 3.9225 4.6771 -2.4595
C 1.9407 -1.7608 -0.5504
H 5.1112 2.5113 2.0717
C 2.5983 2.7358 -1.8716
C 0.5913 1.1843 4.6057
C -1.5171 1.7257 -2.6217
H 1.0288 2.6390 7.6020
N -2.0646 -0.5730 1.7278
Cl -0.4699 4.7138 0.2959
H -0.7729 -7.5185 -1.6687
C -2.4666 -6.3169 -1.0753
C 3.0385 2.5248 1.2514
C -1.6953 0.9394 -1.5056
N -3.2187 -2.1487 0.3144
C -1.1031 -6.5312 -1.3695
C -3.2811 -3.4755 -3.6696
N 0.4120 0.2870 2.4861
H -6.1127 -1.2693 0.7938
C -0.2032 2.1753 -2.6111
H 6.6695 0.1095 -1.9054
C 5.3210 4.6840 -4.4781
H 3.7419 -3.0010 -2.3830
N 1.6876 2.1034 1.6742
H 2.7109 1.1007 -3.2494
H -0.7277 1.4537 6.2631
C -5.1617 -1.4521 -3.6680
C 5.7333 -0.3487 -1.6113
C 3.0354 4.0389 -1.6096
Cl -1.9375 4.3636 3.3951
C 0.0260 -3.0108 -0.6180
H -5.8888 -0.6465 -3.6768
Cl -3.4443 2.9663 0.6534
C -4.3448 -0.6035 1.8466
H -3.1586 -7.1462 -1.1651
C 2.5821 0.1586 0.5695
```

Calculated values
max |F| = 0.828 eV/A
HOMO energy (alpha / beta) = -1.4 / -1.5 eV
total charge = -2
E_LUMO (alpha / beta) = 2.7 / 2.7 eV
2S+1 = 2
Kohn-Sham gap (alpha / beta) = 4.146 / 4.165 eV
energy relative to the best compared isomer or geometry (same formula, charge and spin) = 3.991 eV



Computed, not measured: 2 unconnected molecules or ions with the total composition C6H8N2O2 at a distorted geometry, with the ωB97M-V functional and the def2-TZVPD basis.

Geometry as XYZ:
```
18
C6H8N2O2 (the ωB97M-V functional and the def2-TZVPD basis)
C -1.6695 1.4682 -0.3659
H 1.5969 -1.4942 -2.0298
H -1.0052 2.1441 -0.9728
H 2.3160 0.0870 1.3688
H -0.1487 -1.8599 2.1933
O 0.3875 -1.1866 1.8883
C -2.6457 0.6735 -0.9365
C -1.4041 1.2006 0.8868
H -0.8246 0.3387 2.4016
H -0.0440 -1.2376 -1.5294
N -1.2252 1.1564 2.0767
C 0.9253 -0.7907 -1.6255
H 2.5536 0.8929 -0.4035
O 0.2969 -1.3438 0.4542
N -3.4994 0.0609 -1.3185
C 2.1259 0.2453 0.3076
H 1.1053 0.1413 -2.2283
C 1.1588 -0.4961 -0.1674
```

Calculated values
max |F| = 4.635 eV/A
HOMO energy = -9.4 eV
E_LUMO = 0.4 eV
2S+1 = 1
Kohn-Sham gap = 9.775 eV
energy relative to the best compared isomer or geometry (same formula, charge and spin) = 6.566 eV
SMILES string = C=C(C)OO.N#CC=C=N



Computed, not measured: 18 unconnected molecules or ions with the total composition C108H108O36 at a distorted geometry, with the ωB97M-V functional and the def2-TZVPD basis.

Geometry as XYZ:
```
252
C108H108O36 (the ωB97M-V functional and the def2-TZVPD basis)
C -0.7840 -29.6124 -27.5298
H 6.9281 -27.0013 -24.3544
C 4.9503 -28.4070 -13.6436
H -1.2260 -22.6046 -29.1595
C 5.2368 -29.4640 -23.2127
C -5.1983 -20.5125 -20.3208
H 2.4306 -24.7456 -21.8022
H -3.5960 -25.2310 -30.2383
C -0.9788 -33.1744 -22.0224
C 5.6917 -34.8127 -21.6158
C -0.0194 -27.8185 -20.3470
O -0.2292 -22.8033 -14.9655
H 0.9349 -29.9040 -20.4029
C -5.5362 -21.4425 -21.2300
C -2.0937 -22.4835 -16.3274
C -0.0754 -32.7463 -22.9884
H 1.0305 -23.2713 -17.3755
C -0.9554 -32.1644 -17.4158
H 6.9722 -30.4318 -23.9569
C 6.7677 -34.0373 -21.2912
H -0.0508 -31.0735 -25.6983
C -3.2957 -26.4545 -16.5138
C -5.9454 -21.0414 -22.4415
C 0.3891 -28.8087 -12.7450
H -0.8426 -28.4994 -17.3477
C -1.8425 -28.1649 -17.2196
C 3.5223 -26.6684 -12.7950
H 1.8021 -30.4165 -16.5509
C -0.5475 -32.7338 -18.6150
H 2.5010 -24.2483 -23.8188
C -0.0681 -30.0510 -13.1346
C 0.5058 -27.7710 -22.6751
C 0.6781 -32.3381 -19.1633
H 0.9730 -32.6102 -22.7997
C 4.8022 -23.7112 -24.6215
C 3.5964 -27.8296 -19.6343
C -5.6107 -18.7749 -21.9505
H 7.5315 -26.4415 -11.4759
O -2.2451 -32.4010 -17.0807
O 1.0940 -29.6816 -21.2897
C -0.0742 -23.1369 -17.3503
O 3.5125 -28.7137 -17.3364
O -5.7807 -17.4827 -22.4015
C 2.8133 -23.6616 -27.9521
H -3.0939 -23.1043 -30.4308
C -0.1460 -22.0074 -24.5282
C -0.7418 -22.7090 -16.2146
H 0.5300 -30.9586 -12.9867
C -3.2478 -28.1596 -22.9684
C -0.5597 -32.2395 -24.1891
C 1.2894 -28.8657 -26.6203
H -0.9666 -24.5472 -28.0001
C 6.9483 -24.8778 -24.9467
C -6.5298 -24.6203 -23.8424
C -0.7080 -25.9493 -21.5421
O -0.9323 -26.0984 -16.4174
O -3.1578 -33.7252 -21.3360
H -0.8842 -22.1331 -21.2396
H -5.3395 -23.9124 -22.4034
H -3.8113 -33.2518 -24.0183
O -3.2331 -25.8635 -23.3891
O -3.1742 -22.6232 -29.5799
C -4.2168 -28.5196 -17.2703
H -1.1078 -25.1373 -16.5008
C 0.5561 -28.4291 -21.4325
C -2.2548 -29.1697 -13.7591
H 3.0028 -31.4899 -22.0268
H -3.2946 -29.2995 -13.8805
C -4.5253 -26.7946 -21.5036
O -9.9984 -25.3860 -25.9252
C -3.6575 -26.9182 -22.5624
C -8.8864 -25.0779 -25.1528
H -3.8519 -22.5593 -17.5736
C 1.9345 -29.8981 -27.2686
O 2.7086 -28.0226 -14.6134
H -0.1168 -28.4866 -19.4664
H -7.9072 -24.0083 -22.2065
H 6.8441 -28.5104 -12.6025
O -4.6159 -30.2243 -20.3108
H -3.0321 -22.4047 -27.0174
C -7.6863 -25.4350 -25.8285
H -3.3329 -20.0869 -25.4236
H -0.6893 -31.3928 -28.7950
C 4.3358 -24.9115 -24.0297
C -2.3124 -33.2714 -22.3400
H -0.1678 -23.3942 -19.4609
H 1.9161 -26.7758 -16.8991
H -5.1342 -29.9990 -19.5098
H -0.5140 -25.7906 -12.9608
O -0.3195 -22.3384 -29.2902
H -2.6786 -22.1820 -15.4542
C -0.0118 -22.2784 -23.1873
H 1.3055 -24.9476 -18.4894
C 1.2339 -30.8205 -28.0616
O 6.0470 -28.6620 -22.4683
C -2.1800 -21.3449 -22.7428
C -0.7133 -23.2488 -18.5596
H -2.4794 -27.0726 -13.3210
C -0.6589 -26.5761 -20.3758
H -10.8429 -25.0916 -25.5482
H -5.7039 -16.8542 -21.6430
C -1.3460 -21.3888 -25.0016
H 2.9476 -28.4415 -15.4343
C -0.1082 -30.6833 -28.1755
C 3.8487 -29.4798 -23.2634
H 3.4539 -29.6084 -17.7055
H 2.6653 -32.1050 -28.1276
H -5.3815 -27.7433 -19.7354
C 0.5856 -23.1230 -28.6856
H -4.0375 -33.2925 -21.4052
O 3.1493 -32.2257 -25.5992
C 2.4963 -25.6902 -20.0476
C 5.1813 -31.3684 -24.7745
H -2.3813 -32.1660 -16.1729
O -5.5353 -22.8475 -20.9413
H -2.1444 -32.1507 -25.5629
H -2.1550 -23.7620 -20.4368
H -3.3251 -26.5305 -25.1047
H -3.0600 -24.1363 -25.4553
O -1.3964 -24.7652 -21.6648
C 6.1326 -23.7205 -25.0250
C -1.7403 -27.8639 -13.4468
C 3.0855 -27.8524 -18.3429
C -3.0910 -23.4135 -27.4047
C -6.0406 -19.7555 -22.8263
H -2.6387 -28.2991 -23.8591
C -3.0832 -24.4662 -26.4953
H -1.8679 -29.4277 -27.6827
C 1.9973 -25.7418 -18.7716
H -1.4627 -21.1137 -26.0039
O 2.8487 -31.2057 -18.9569
C -2.3314 -21.0388 -24.0936
O 3.0280 -25.0675 -23.8099
C -4.3117 -29.1297 -21.0353
C -6.5085 -25.1081 -25.1685
C -3.3140 -25.7537 -26.8917
C 5.1070 -26.0421 -24.0584
H 2.0784 -30.4119 -23.9864
H 1.1492 -23.2166 -21.8822
H -1.7146 -27.5825 -26.2457
H 2.5934 -25.9956 -12.9405
C 5.7218 -26.9662 -11.9133
H 4.1812 -28.7229 -19.9547
O -1.8496 -31.5416 -13.6743
C 4.3528 -32.8755 -21.3716
H -4.9151 -20.7825 -19.3319
H 5.0713 -29.2643 -14.2931
C -4.7449 -27.8885 -20.6529
C -3.4823 -26.0234 -28.2572
H 3.5555 -34.6987 -22.0309
H -5.4143 -26.7936 -16.6426
H -3.7443 -27.0077 -28.6212
O 6.6155 -26.3418 -11.1136
H 2.1712 -32.1329 -25.5016
H 5.6958 -32.1702 -25.2803
H 1.9427 -28.1058 -26.1824
C 2.3546 -24.8686 -27.4248
H 7.5923 -32.1413 -20.7188
C 3.8088 -31.3818 -24.7765
C -8.9433 -24.5382 -23.9069
H 5.5552 -27.9475 -22.0361
H 4.3997 -25.4227 -11.2578
H -6.3580 -19.5052 -23.8491
C -2.7156 -33.0602 -23.6530
O -0.7666 -27.7245 -26.0294
H 3.6495 -26.7469 -21.5174
H -4.8953 -18.3510 -20.0477
C -0.0746 -28.6936 -26.7359
C 0.9804 -25.1199 -27.3477
O 3.1588 -25.7395 -26.7577
H 3.0394 -29.9188 -27.1965
C 5.4687 -32.1111 -20.9884
H 4.2424 -22.7951 -24.6050
O 2.0583 -24.6549 -20.9048
C 5.8900 -30.4923 -23.9599
C 4.5124 -26.2976 -11.9100
H -5.5748 -25.1138 -25.7050
H -3.9979 -25.2868 -23.5637
C -1.9949 -26.8611 -16.8264
C 1.1650 -31.0536 -17.1658
C 6.4557 -26.0437 -24.4647
O -3.4719 -20.3697 -24.5039
C 0.0988 -24.3001 -28.0402
O -5.3510 -29.2486 -17.6825
H 8.5745 -25.6239 -25.5479
H -3.4840 -25.4242 -16.0660
C -3.5266 -29.2678 -22.2050
C -2.7530 -22.6512 -17.5422
O 3.0101 -32.2493 -21.3974
H -0.2832 -26.0309 -23.6642
H -1.2659 -33.3154 -19.1538
H -6.1830 -21.8571 -23.1764
H -1.1164 -32.1430 -13.5073
C 3.1408 -30.4589 -23.9922
H 0.7190 -22.8202 -15.1379
C 1.9095 -22.8039 -28.5863
H -0.5061 -30.9002 -15.7744
H 3.8259 -23.3614 -27.8017
C -1.8875 -32.5265 -24.5686
H 0.9661 -32.6857 -20.1426
H 8.0628 -35.2846 -21.9213
O 8.0595 -34.5496 -21.3033
C -0.1217 -26.4996 -22.7168
C -3.4582 -25.0090 -29.1881
H 3.3314 -28.7714 -22.6409
H -7.7484 -25.7544 -26.8469
H 1.4161 -28.6201 -12.3648
H -1.8613 -24.6895 -22.5085
H 3.9820 -25.3553 -26.4869
O 1.2512 -22.7881 -22.7067
O 8.2268 -24.7558 -25.4606
C 3.3264 -26.7458 -20.4623
C -2.1103 -22.9213 -18.6921
C 6.6715 -32.7273 -20.9430
H -2.7364 -30.0395 -17.8857
C -2.9359 -29.0303 -17.4617
H -1.2160 -26.1482 -19.5420
C -5.2309 -19.1861 -20.6835
H -9.8479 -24.3624 -23.3971
C 5.9210 -27.9639 -12.8113
C 4.4219 -34.2099 -21.6588
H -6.0462 -28.9581 -17.0715
H -2.9927 -21.1134 -22.0663
H 5.4285 -31.0692 -20.7085
H 5.7999 -35.8564 -21.9072
O -2.6951 -23.1662 -19.8753
H 1.1105 -28.1695 -23.5195
H -4.7196 -23.0495 -20.4243
H 2.1919 -21.8053 -28.9572
H -0.7095 -33.4419 -21.0155
O -5.2871 -24.3173 -23.3200
C -3.1914 -23.7129 -28.7254
C -1.0286 -21.9402 -22.2822
C -0.4761 -27.7228 -12.8894
H 2.9114 -31.7686 -19.7643
H -4.9469 -25.8350 -21.3442
H 0.7225 -26.1152 -26.8575
C -7.7491 -24.4021 -23.1943
O 1.8589 -31.8922 -28.6727
O 0.3910 -31.6438 -25.0921
O -3.4653 -26.8025 -26.0487
H -3.1988 -30.2861 -22.4164
H 6.4484 -22.7726 -25.4220
C -4.4213 -27.2198 -16.7620
C 2.2702 -26.8019 -17.9276
C 3.7509 -27.7414 -13.7024
C -1.3965 -30.2042 -13.5912
C 1.5932 -31.4953 -18.4407
O -0.0941 -26.4773 -12.4322
H 0.6741 -22.2681 -25.0987
H 4.6311 -26.9323 -23.6363
C -0.1152 -31.3623 -16.6792
```

Calculated values
max |F| = 4.291 eV/A
HOMO energy = -7.7 eV
E_LUMO = 0.3 eV
2S+1 = 1
Kohn-Sham gap = 7.947 eV
energy relative to the best compared isomer or geometry (same formula, charge and spin) = 0.000 eV



Computed, not measured: 7 unconnected molecules or ions with the total composition C34H59ClNO15 at a distorted geometry, with the ωB97M-V functional and the def2-TZVPD basis.

Geometry as XYZ:
```
110
C34H59ClNO15 (the ωB97M-V functional and the def2-TZVPD basis)
C 0.1008 7.3085 4.6753
H 3.5787 12.3407 1.9032
C 1.5352 4.7961 4.8378
C -2.9896 -2.1776 -4.7768
H 2.3014 7.5014 2.2600
O 4.0987 1.4122 5.2094
H 2.8954 -4.0681 -6.0785
H -2.2481 -3.5979 -0.1711
H -5.8759 -5.7349 -7.9148
H 0.3211 6.9531 3.6677
H 0.4895 -1.7964 3.0632
H -1.0195 5.5893 5.3840
H -0.8708 -1.2134 -2.8420
H 1.0401 0.4636 2.2090
H 3.9254 -1.1499 0.2453
C 4.6940 3.2370 6.7089
C -1.6513 -3.8206 2.4457
H 3.7658 10.1039 4.0128
H -7.3261 -6.6979 -7.7603
C 1.8123 -0.1673 2.6564
O -3.3891 -3.5020 -7.6084
C -1.8410 -1.3114 -5.4014
H 3.9258 3.8667 6.2613
C -1.1254 -5.0915 1.8313
H 3.2043 11.7376 4.2768
C 1.4311 -1.6268 2.5414
O -5.3934 -9.2297 -5.6385
C -3.2410 -3.7893 -6.4531
H 2.7406 0.0503 2.1299
C -2.4112 -5.0627 -6.1329
C -6.5082 -6.2518 -7.1910
H -0.0523 -5.1428 2.0157
H -1.6138 -5.9440 2.3036
C 0.2456 -2.4377 -4.3609
H -2.1068 -5.5559 -7.0952
H -1.6158 -0.5073 -4.6497
C 5.0743 1.0784 4.3511
H -7.7965 -8.1674 -4.6435
H 1.9374 0.1160 3.7018
H 3.7841 -2.0796 1.7529
H 2.7757 8.6764 1.0117
C 1.9505 -3.5226 -5.8656
H 5.0512 1.1098 7.0475
C 2.0017 6.0332 5.5629
O -3.1348 -2.1257 -3.5913
O 1.2370 7.1342 5.5396
H 1.0436 4.1310 5.5482
H -2.1346 -0.7665 -6.3357
H 4.8094 3.5155 7.7575
H 5.6271 3.4619 6.1889
H 2.0851 -3.5155 -3.6190
N -0.0328 -2.4222 -6.8391
O -2.6435 -3.1532 1.8306
H -3.5879 -2.5220 0.1525
H 6.6871 1.3235 5.8085
H 2.1633 -2.2912 3.0047
O 1.8619 -2.7702 -0.7827
H -7.6103 -5.7384 -5.3920
H -2.0050 6.8498 4.6266
C 4.0774 11.4750 2.3427
O 1.1983 -1.9980 1.1682
Cl -0.8596 -1.9999 -8.2758
C 3.2846 10.9535 3.5233
C 1.5085 -3.2039 -4.5165
H 7.1144 0.5073 4.3280
C -0.4879 -2.0962 -5.5657
H -6.1378 -4.8190 -5.6298
C -6.9895 -5.2613 -6.1518
H 4.1998 -2.9073 0.2754
C 2.6381 8.5234 2.0821
H -1.4543 -4.8622 -5.5789
C -7.6287 -8.4696 -5.6773
C 2.1606 -2.3354 0.3117
H -8.2623 -7.8793 -6.3355
H -4.9310 -4.3540 1.1406
C -4.0880 -4.5745 0.4833
H -0.5520 -2.9995 -2.4070
O -3.8835 -2.9620 -5.5041
H 6.8402 2.2643 4.3077
C -1.1388 6.6680 5.2648
O 3.0169 6.0218 6.2151
H 3.5947 8.6240 2.5894
H -1.2550 -5.1502 0.7530
H -4.4636 -4.7435 -0.5276
H 3.3745 1.6005 7.0971
H 0.7409 -1.7724 -2.3233
C 6.5101 1.3178 4.7358
C -3.0948 -3.4309 0.4995
H -3.6414 -5.5025 0.8439
O -1.2408 -3.4337 3.5096
H -7.5709 -4.4643 -6.6184
H 2.4073 4.2937 4.4176
H 1.5058 -3.3142 -8.0164
H 5.0822 11.7665 2.6531
H -0.0555 8.3821 4.5942
O 0.4052 9.2213 2.4221
O 4.7881 0.6540 3.2579
H -7.9357 -9.5076 -5.8038
C 1.1533 -3.0940 -6.9878
C 1.5747 9.4672 2.5813
O 1.9396 10.6295 3.1436
C -6.1580 -8.3698 -5.9866
H -1.3402 7.0742 6.2579
C 3.5986 -2.0935 0.6824
O -5.6843 -7.2639 -6.5964
H -3.0163 -5.8392 -5.5845
C -0.1651 -2.0792 -2.9143
C 4.3202 1.7753 6.5826
H 0.8652 4.9963 4.0049
H 4.1651 10.7270 1.5528
```

Calculated values
max |F| = 2.734 eV/A
HOMO energy = -11.4 eV
total charge = +1
E_LUMO = -4.5 eV
2S+1 = 1
Kohn-Sham gap = 6.868 eV